Record 1
The following is a DFT calculation (the ωB97M-V functional and the def2-TZVPD basis) of a structure of composition C45H43BrN6O2PbS2Se.

HOMO ... -6.2 eV
LUMO ... -0.03 eV
ΔE to the lowest compared entry with this formula, charge and spin ... 0.000 eV
Net charge ... 0

Each line ends with the Mulliken charge.
Positions of all 101 atoms, in Å:
Pb 0.5444 0.1508 1.0436  1.54
Br 7.5337 -1.0819 4.1885  -0.24
C 5.6980 -0.9594 3.7213  -0.27
C 4.9008 -2.1083 3.7261  -0.49
C 3.5712 -2.0233 3.4034  -0.55
C 2.9573 -0.7971 3.0321  -0.04
O 1.6952 -0.7774 2.7762  -0.87
C 3.7994 0.3532 3.0132  0.44
C 3.3340 1.6697 2.6474  -0.50
N 2.2723 1.9214 1.9830  0.80
C 1.9301 3.2485 1.6941  -0.65
C 2.8148 4.1919 1.2413  0.19
C 2.3917 5.5088 0.9653  -1.21
C 1.0918 5.8761 1.1549  -0.86
C 0.1485 4.9256 1.6150  1.43
C -1.2061 5.2447 1.8677  -0.81
C -2.0475 4.2766 2.3278  -1.00
C -1.5536 2.9638 2.4924  -0.66
N -0.3102 2.6283 2.2565  -0.39
C 0.5555 3.5984 1.8556  0.48
C 5.1485 0.2496 3.3900  -0.60
H 5.3377 -3.0611 3.9958  0.42
H 2.9365 -2.9003 3.4206  0.51
H 3.9652 2.5031 2.9834  0.44
H 3.8500 3.9171 1.0828  0.29
H 3.1136 6.2307 0.6063  0.41
H 0.7642 6.8893 0.9597  0.43
H -1.5519 6.2577 1.6999  0.42
H -3.0849 4.4848 2.5495  0.47
H -2.2203 2.1682 2.8032  0.74
H 5.7608 1.1446 3.4023  0.44
O 0.5529 2.0179 -1.1588  0.08
S 0.0180 2.1149 -2.5507  0.03
C -1.7115 2.5599 -2.3891  0.67
C -2.1912 2.8826 -1.1356  0.17
C -3.5294 3.2330 -1.0027  -0.30
C -4.3543 3.2672 -2.1139  -0.77
C -3.8518 2.9503 -3.3730  -0.63
C -2.5227 2.5953 -3.5161  -0.62
C -0.2089 0.4252 -3.1189  0.03
C 0.1742 0.0887 -4.4090  -0.86
C 0.0908 -1.2385 -4.8151  -0.46
C -0.3616 -2.2045 -3.9269  -0.99
C -0.7463 -1.8542 -2.6375  -1.24
C -0.6754 -0.5328 -2.2294  1.27
H -1.5324 2.8293 -0.2799  0.19
H -3.9248 3.4523 -0.0205  0.34
H -5.3976 3.5313 -2.0034  0.38
H -4.5007 2.9714 -4.2383  0.41
H -2.1250 2.3319 -4.4891  0.35
H 0.5324 0.8534 -5.0891  0.47
H 0.3823 -1.5152 -5.8195  0.42
H -0.4183 -3.2380 -4.2425  0.41
H -1.1105 -2.5995 -1.9424  0.66
H -1.0152 -0.2509 -1.2367  0.10
C 1.8694 -5.7974 0.5986  -0.96
N 1.0567 -4.6111 0.7570  0.20
C -0.0165 -4.4582 1.6031  -1.06
C -0.4192 -3.1654 1.4633  -0.18
N 0.3833 -2.5267 0.5532  0.77
C 1.2594 -3.4196 0.1565  -0.92
H 1.2324 -6.6729 0.4847  0.35
H 2.5246 -5.9370 1.4586  0.32
H 2.4792 -5.6906 -0.2957  0.31
H -0.3864 -5.2690 2.2049  0.49
H -1.2285 -2.6441 1.9420  0.13
H 2.0516 -3.2524 -0.5542  0.55
C -5.6475 -5.1142 -0.6663  -1.55
C -4.9352 -3.8743 -0.1983  0.73
C -4.5551 -3.7113 1.1232  -0.75
C -3.8945 -2.5707 1.5739  0.60
C -3.5997 -2.4848 3.0505  -1.84
C -3.5731 -1.5474 0.6655  0.44
Se -2.5556 -0.0098 1.2254  -0.31
C -4.0269 -1.6641 -0.6616  0.74
C -3.9167 -0.5530 -1.6758  -0.75
C -4.6760 -2.8242 -1.0678  -1.00
H -5.6130 -5.8960 0.0922  0.36
H -5.1981 -5.5101 -1.5787  0.36
H -6.6981 -4.9101 -0.8843  0.32
H -4.7841 -4.4936 1.8406  0.37
H -4.4585 -2.8447 3.6193  0.53
H -3.3758 -1.4654 3.3534  0.24
H -2.7514 -3.1139 3.3330  0.28
H -3.3503 0.2924 -1.2923  -0.77
H -4.9158 -0.1945 -1.9359  0.65
H -3.4492 -0.9041 -2.5993  0.30
H -5.0058 -2.8963 -2.1007  0.39
C 5.2512 1.6621 -0.1684  -0.49
N 4.4169 1.5151 -1.3443  0.37
C 4.4303 2.3483 -2.4506  -0.63
C 3.5637 1.8414 -3.3479  -0.48
N 3.0406 0.6972 -2.7816  0.13
C 3.5592 0.4854 -1.5504  -0.10
S 3.1868 -0.7784 -0.5056  -0.17
H 5.2582 2.7054 0.1427  0.29
H 6.2701 1.3374 -0.3821  0.36
H 4.8391 1.0350 0.6193  -0.13
H 5.0478 3.2260 -2.4915  0.48
H 3.2701 2.1952 -4.3177  0.47
H 2.3267 0.0990 -3.1705  0.14



Record 2
The following is a DFT calculation (the ωB97M-V functional and the def2-TZVPD basis) of a structure of composition C45H43ClF3I2N5O4SW.

HOMO (alpha / beta) ... -7.6 / -8.1 eV
LUMO (alpha / beta) ... -0.71 / -0.77 eV
Spin multiplicity ... 3
ΔE to the lowest compared entry with this formula, charge and spin ... 0.000 eV
Net charge ... 0

Each line ends with the Löwdin spin population.
Positions of all 105 atoms, in Å:
W -1.1062 -0.0686 -1.1651  1.57
I -2.6387 -0.3811 5.8635  0.00
C -2.7549 0.0858 3.8385  0.00
C -2.4308 1.3637 3.4085  0.00
C -2.4196 1.6348 2.0477  0.00
I -1.8795 3.5207 1.3606  0.00
C -2.7133 0.6356 1.1263  0.01
O -2.5612 0.8580 -0.1992  0.05
C -3.0745 -0.6370 1.5668  0.00
C -3.3133 -1.7790 0.6077  0.00
N -3.0999 -1.4706 -0.8170  0.01
C -3.4442 -2.6122 -1.6557  0.00
C -3.6664 -2.1416 -3.0689  0.00
C -3.3858 -2.9577 -4.1593  0.00
C -3.6392 -2.4769 -5.4298  0.00
C -4.1569 -1.1959 -5.5705  0.00
C -4.4034 -0.4587 -4.4260  0.00
N -4.1701 -0.9174 -3.1972  0.00
C -3.0968 -0.9007 2.9276  0.00
H -2.1702 2.1346 4.1199  0.00
H -4.3364 -2.1520 0.7449  0.00
H -2.6322 -2.5923 0.8698  0.00
H -3.7246 -0.7127 -1.0877  0.00
H -4.3647 -3.0864 -1.2892  0.00
H -2.6509 -3.3579 -1.6192  0.00
H -2.9546 -3.9379 -4.0010  0.00
H -3.4231 -3.0838 -6.2995  0.00
H -4.3601 -0.7752 -6.5457  0.00
H -4.8083 0.5455 -4.4940  0.00
H -3.3343 -1.8996 3.2745  0.00
C -2.4071 2.7676 -2.6286  0.00
C -1.9238 1.8134 -3.6717  0.02
C -1.9575 2.2466 -5.0234  0.00
C -1.5263 1.4265 -6.0133  0.01
C -1.0329 0.1408 -5.6947  0.00
C -0.5645 -0.7462 -6.6892  0.00
C -0.0672 -1.9652 -6.3262  0.00
C -0.0204 -2.3337 -4.9708  0.00
C -0.4774 -1.5015 -3.9773  0.01
S -0.3625 -2.0054 -2.2927  0.00
C -1.0063 -0.2321 -4.3379  0.01
N -1.4643 0.6154 -3.3483  0.02
H -1.5790 3.4101 -2.3148  0.00
H -2.7870 2.2701 -1.7418  0.00
H -3.1894 3.3984 -3.0492  0.00
H -2.3307 3.2393 -5.2321  0.00
H -1.5439 1.7427 -7.0497  0.00
H -0.5954 -0.4345 -7.7256  0.00
H 0.3040 -2.6527 -7.0749  0.00
H 0.3906 -3.2978 -4.6973  0.00
C 4.1499 2.3197 -0.7648  0.00
C 3.8979 0.8852 -0.3643  0.00
C 4.5810 0.4329 0.7690  0.00
C 4.4478 -0.8548 1.2457  0.00
Cl 5.3052 -1.3256 2.6885  0.00
C 3.6294 -1.7640 0.5992  0.00
C 2.9448 -1.3423 -0.5212  0.00
C 3.0580 -0.0389 -1.0003  0.00
O 2.2656 0.1559 -2.1102  0.00
C 1.9750 1.4229 -2.6342  0.00
C 0.9334 2.1994 -1.8370  0.01
O 0.8974 3.4071 -1.8747  0.03
O 0.0664 1.4719 -1.1738  0.04
H 4.7971 2.7803 -0.0208  0.00
H 3.2429 2.9207 -0.7949  0.00
H 4.6577 2.3928 -1.7283  0.00
H 5.2300 1.1220 1.2922  0.00
H 3.5159 -2.7708 0.9769  0.00
H 2.2669 -2.0053 -1.0431  0.00
H 1.5437 1.2417 -3.6236  0.00
H 2.8416 2.0602 -2.7698  0.00
C 3.4559 2.0355 3.8671  0.00
C 2.2675 2.9055 3.4694  0.00
C 2.6161 4.3770 3.6623  0.00
C 1.0509 2.5505 4.3308  0.00
N 2.0265 2.7386 2.0218  0.00
N 1.3995 1.5418 1.6054  0.00
H 3.6691 2.1324 4.9335  0.00
H 4.3431 2.3267 3.3031  0.00
H 3.2586 0.9808 3.6654  0.00
H 2.9086 4.5739 4.6945  0.00
H 1.7574 5.0124 3.4294  0.00
H 3.4414 4.6591 3.0064  0.00
H 1.2486 2.7881 5.3779  0.00
H 0.8093 1.4850 4.2861  0.00
H 0.1743 3.1206 4.0126  0.00
H 1.4408 3.4967 1.6883  0.00
H 0.6424 1.2438 2.2162  0.00
H 2.0828 0.7993 1.5420  0.00
F 2.3396 -4.7110 6.5589  0.00
C 1.6851 -3.5348 6.6564  0.00
F 2.4954 -2.6943 7.3200  0.00
F 0.6154 -3.7602 7.4431  0.00
C 1.2865 -3.0030 5.3122  0.02
C 0.1579 -3.5195 4.6872  0.00
C -0.2101 -3.0513 3.4411  0.02
C 0.5353 -2.0523 2.8014  0.02
C 1.6747 -1.5584 3.4371  0.02
C 2.0497 -2.0317 4.6830  0.00
C 0.0768 -1.5246 1.5529  0.14
C -0.3622 -0.9718 0.5578  -0.01
H -0.4375 -4.2757 5.1815  0.00
H -1.0928 -3.4444 2.9535  0.00
H 2.2679 -0.7963 2.9557  0.00
H 2.9331 -1.6344 5.1643  0.00